No. 1
C59H57AsBrClF9N3O7S2SiTa | ωB97M-V/def2-TZVPD

Output
* net charge: +1
* E_tot: -10284.6961 a.u.
* LUMO energy (alpha / beta): -4.35 / -4.48 eV
* largest force on an atom: 2.2 eV/Å
* energy above the lowest of the compared OMol25 structures with the same formula, charge and spin: 0.00 kJ/mol
* orbital gap (alpha / beta): 0.237 / 0.232 hartree

XYZ file:
```
142
Properties=species:S:1:pos:R:3:mulliken_charge:R:1
Ta 1.3745 -0.0271 -0.8917 0.7433
F 4.7531 3.3900 -1.1282 -0.1600
C 5.7212 2.5293 -1.4546 0.5200
F 6.4870 3.0930 -2.3716 -0.2251
F 6.4491 2.3061 -0.3593 -0.1995
S 5.0469 0.9361 -2.1834 1.0083
O 4.0712 0.3817 -1.2561 -0.7761
O 6.1904 0.1243 -2.3922 -0.6766
N 4.3690 1.4318 -3.4976 -0.4482
S 3.1299 2.3925 -3.3492 0.9082
O 2.4220 2.2088 -2.1052 -0.6638
O 3.3305 3.7149 -3.8024 -0.6792
C 1.9846 1.5075 -4.5700 0.6944
F 2.5936 0.9282 -5.5892 -0.2280
F 0.9872 2.2418 -5.0250 -0.2220
F 1.4424 0.4889 -3.8221 -0.0103
C 4.1882 1.4827 1.4847 -1.1371
O 3.0756 0.6163 1.6476 0.5080
C 2.8040 0.2575 2.9434 -1.0436
C 3.7450 0.2939 3.9608 -0.1796
C 3.3727 -0.0080 5.2627 -0.7761
Br 4.6782 0.0687 6.6394 -0.1745
C 2.0614 -0.2989 5.5730 -0.7393
C 1.1083 -0.3293 4.5586 1.0403
C 1.4820 -0.1093 3.2337 0.2352
O 0.5964 -0.2108 2.1847 0.4335
C -0.3009 -0.4462 4.9265 -0.3673
N -0.8361 -1.3447 5.6951 -0.7705
C -2.1518 -0.9836 5.8447 -0.0496
C -3.1790 -1.5866 6.5625 -0.7156
C -4.4074 -0.9613 6.5601 -0.5496
C -4.6237 0.2367 5.8744 -0.6917
C -3.6253 0.8432 5.1411 -0.6778
C -2.3939 0.2122 5.1286 0.8184
N -1.2029 0.5158 4.5113 0.4307
H 5.1327 0.9367 1.5431 0.4034
H 4.1755 2.2793 2.2311 0.5577
H 4.0763 1.9060 0.4941 -0.2954
H 4.7651 0.5678 3.7573 0.6245
H 1.7483 -0.4791 6.5867 0.6256
H -0.2535 -0.5257 2.5276 0.1616
H -3.0035 -2.5019 7.1026 0.4888
H -5.2262 -1.3992 7.1081 0.4122
H -5.5964 0.6989 5.9210 0.4416
H -3.7869 1.7732 4.6175 0.4941
H -0.9692 1.3906 4.0634 -0.1668
Cl -3.4090 1.7929 -6.5988 -0.2120
C -2.8661 1.1022 -5.1146 -0.1722
C -3.4321 -0.0756 -4.6567 -1.1116
C -3.0134 -0.6054 -3.4506 -0.4090
C -2.0133 -0.0010 -2.6981 1.0664
C -1.6653 -0.5289 -1.3215 0.0784
C -1.4554 1.1822 -3.1765 -0.0225
C -1.8846 1.7371 -4.3698 -1.4331
H -4.2031 -0.5642 -5.2295 0.5219
H -3.4958 -1.4968 -3.0822 0.5486
H -2.4678 -1.1974 -1.0107 0.6022
H -1.6885 0.3439 -0.6667 -1.6116
H -0.7033 1.7042 -2.5963 0.7708
H -1.4693 2.6635 -4.7297 0.5847
C 4.4024 -2.0690 -3.3214 -1.4804
Si 3.1831 -2.3331 -1.8817 0.6918
C 1.6077 -3.2742 -2.6493 2.4054
C 0.9249 -2.5058 -3.7859 -2.2371
C 2.1508 -4.5762 -3.2655 -1.8763
C 0.5990 -3.7045 -1.5731 -2.6767
C 4.0914 -3.0521 -0.2535 2.7120
C 5.2153 -2.0980 0.1695 -1.9889
C 4.7081 -4.4169 -0.5867 -1.9485
C 3.1501 -3.2355 0.9459 -2.0512
H 4.4552 -2.9358 -3.9744 0.5464
H 5.4072 -1.8706 -2.9650 0.4065
H 4.1229 -1.2091 -3.9245 0.2889
H 1.6587 -2.0999 -4.4765 0.6134
H 0.3016 -1.6981 -3.4101 0.2620
H 0.2952 -3.1934 -4.3484 0.4057
H 2.8521 -4.3695 -4.0646 0.4518
H 1.3382 -5.1605 -3.6906 0.5866
H 2.6533 -5.1967 -2.5333 0.3513
H -0.2293 -2.8372 0.1959 0.2226
H 1.1692 -4.1945 -0.7877 0.2575
H -0.0135 -4.4825 -2.0304 0.9228
H 5.9740 -1.9835 -0.5992 0.3941
H 5.7014 -2.4867 1.0625 0.6648
H 4.8171 -1.1144 0.3926 0.2446
H 5.4212 -4.3428 -1.4012 0.3962
H 3.9441 -5.1394 -0.8572 0.3969
H 5.2314 -4.8010 0.2863 0.5050
H 2.5343 -2.3507 1.1155 0.1604
H 3.7400 -3.4170 1.8439 0.6549
H 2.5037 -4.0977 0.8052 0.4557
O -0.1864 2.2397 -0.2336 0.9836
As -1.3605 3.1479 0.4568 0.2806
C -2.9717 2.0335 0.5640 -0.5195
C -3.7675 1.8975 -0.5688 0.0800
C -4.7832 0.9581 -0.5873 -0.9264
C -4.9832 0.1283 0.5052 -0.9933
C -4.1804 0.2488 1.6273 -0.5144
C -3.1747 1.1993 1.6530 0.4718
C -1.8520 4.7725 -0.4959 0.4395
C -3.1872 5.1355 -0.6285 -0.3782
C -3.5178 6.3117 -1.2801 -0.8253
C -2.5169 7.1402 -1.7581 -0.4913
C -1.1838 6.7884 -1.6118 -0.6816
C -0.8494 5.5969 -0.9886 -0.6046
C -0.7001 3.7177 2.2040 1.0188
C 0.4169 3.0724 2.7186 -0.8759
C 0.9713 3.4938 3.9163 0.1545
C 0.4264 4.5820 4.5788 -0.9487
C -0.6661 5.2489 4.0475 -0.8262
C -1.2349 4.8180 2.8604 -0.7964
H -3.5642 2.5035 -1.4465 0.4966
H -5.4058 0.8588 -1.4635 0.4436
H -5.7512 -0.6281 0.4756 0.4546
H -4.3254 -0.4019 2.4768 0.6107
H -2.5283 1.2915 2.5164 -0.1873
H -3.9665 4.5074 -0.2128 0.4278
H -4.5560 6.5778 -1.4144 0.4510
H -2.7780 8.0698 -2.2394 0.4120
H -0.4111 7.4435 -1.9858 0.4432
H 0.1889 5.3020 -0.8738 0.4283
H 0.8481 2.2598 2.1431 -0.2200
H 1.8341 2.9874 4.3241 0.5128
H 0.8711 4.9216 5.5003 0.4406
H -1.0627 6.1161 4.5514 0.4484
H -2.0811 5.3391 2.4277 0.4965
F -6.2340 -4.7943 -2.7812 -0.2641
C -5.4653 -5.4082 -1.8638 0.7628
F -5.1908 -6.6288 -2.3603 -0.2568
F -6.2292 -5.5962 -0.7812 -0.2867
C -4.2083 -4.6331 -1.5786 0.2552
C -3.4435 -4.1995 -2.6559 -1.0960
C -2.2446 -3.5529 -2.4279 0.2070
C -1.7870 -3.3144 -1.1344 -0.4870
C -2.5856 -3.7208 -0.0718 -0.2532
C -3.7842 -4.3828 -0.2830 -1.1290
C -0.4101 -2.7204 -0.8827 1.3118
C -0.3117 -1.2026 -1.1173 1.5212
H -3.7803 -4.3780 -3.6660 0.4931
H -1.6560 -3.2348 -3.2708 0.5793
H -2.2540 -3.5451 0.9396 0.5512
H -4.3755 -4.7212 0.5535 0.5196
```

***

No. 2
C59H57ClIN13O5PSn | ωB97M-V/def2-TZVPD

Output
* net charge: +3
* E_tot: -4683.1093 a.u.
* LUMO energy (alpha / beta): -9.56 / -9.55 eV
* largest force on an atom: 1.0 eV/Å
* energy above the lowest of the compared OMol25 structures with the same formula, charge and spin: 77.83 kJ/mol
* orbital gap (alpha / beta): 0.136 / 0.136 hartree

XYZ file:
```
138
Properties=species:S:1:pos:R:3:mulliken_charge:R:1
Sn -1.7758 0.2565 1.0570 1.9076
C 6.2243 12.4168 1.7068 -0.8498
O 6.1309 11.4933 0.6246 -0.4408
C 5.3431 10.4350 0.7197 0.8724
C 4.5148 10.1536 1.8132 -0.6642
C 3.7474 9.0098 1.8178 -0.6945
C 3.7854 8.1086 0.7495 0.4492
C 4.5947 8.4167 -0.3596 -0.5511
C 5.3563 9.5524 -0.3754 -0.6218
C 3.0605 6.8636 0.7533 0.2624
N 3.0857 5.9645 -0.2062 -0.7996
C 2.3026 4.9404 0.2224 0.3714
C 1.7760 5.2085 1.4831 0.2677
N 2.2679 6.4221 1.8096 -0.1462
C 0.9505 4.2875 2.1925 0.5921
C 0.5160 4.5123 3.5044 -0.5258
C -0.2198 3.5533 4.1403 -0.9960
C -0.5660 2.4096 3.4338 0.0475
N -0.2213 2.1844 2.1736 0.1490
C 0.5682 3.0865 1.5340 -0.5382
C 1.1285 2.7935 0.1980 -0.6460
N 0.8505 1.6381 -0.3885 0.4668
C 1.5240 1.3383 -1.5092 0.0803
C 2.4720 2.1598 -2.1492 -0.7487
C 2.7060 3.3749 -1.6076 -1.0932
C 2.0459 3.7230 -0.4131 1.0943
H 6.9442 13.1640 1.3926 0.2529
H 6.5817 11.9240 2.6128 0.3598
H 5.2634 12.8959 1.9024 0.3511
H 4.4728 10.8304 2.6553 0.4323
H 3.1113 8.8261 2.6772 0.2202
H 4.6094 7.7302 -1.1943 0.4885
H 5.9913 9.7979 -1.2159 0.4388
H 2.1030 6.9284 2.6640 0.1718
H 0.7947 5.4203 4.0234 0.4571
H -0.5408 3.6815 5.1645 0.4877
H -1.1737 1.6414 3.8912 0.1749
H 0.5731 -0.4583 -1.5093 -0.6507
H 2.9779 1.7907 -3.0310 0.6962
H 3.4064 4.0773 -2.0403 0.6549
N -3.8920 1.2464 4.9274 -0.4905
N -3.4130 0.1716 5.6950 -0.0999
C -2.8500 -0.8996 5.1329 0.5940
N -2.4174 -1.8794 5.9151 -0.2997
N -2.7823 -0.8794 3.7829 -0.3067
N -2.4898 -2.0061 3.1306 0.6883
O -2.5757 -1.9321 1.8813 -0.1818
O -2.2089 -3.0616 3.6747 -0.7861
H -4.1552 1.9923 5.5563 0.2676
H -4.7119 0.9504 4.4074 0.2163
H -3.5520 0.1936 6.6914 0.1741
H -2.5150 -1.8522 6.9173 0.1952
H -2.0650 -2.7196 5.4868 0.2170
I -4.8104 1.3077 1.1470 -0.0078
C -6.4414 1.1040 -0.2349 0.2426
C -7.5274 1.8126 0.1916 -0.6995
C -8.7258 1.7818 -0.5362 -0.8852
C -8.7882 1.0290 -1.6669 -0.8616
C -7.6674 0.2948 -2.1213 0.7996
C -7.8113 -0.4603 -3.3033 -0.7651
C -6.7788 -1.1994 -3.7939 -1.4639
C -5.5601 -1.1875 -3.1096 -0.4694
C -5.3491 -0.4598 -1.9567 1.1598
P -3.5876 -0.6272 -1.3764 -0.2105
C -3.4552 -2.4450 -1.3432 1.2834
C -2.3687 -3.1428 -1.8678 -0.6867
C -2.2897 -4.5233 -1.7239 -0.6272
C -3.2803 -5.2125 -1.0423 -0.8976
C -4.3498 -4.5183 -0.4881 -0.7618
C -4.4336 -3.1439 -0.6335 -1.0162
C -2.7969 -0.0147 -2.9097 1.3780
C -2.4973 -0.7396 -4.0578 0.0028
C -1.8585 -0.1195 -5.1229 -0.9825
C -1.5484 1.2378 -5.0713 -0.6442
C -1.8709 1.9764 -3.9430 -0.7352
C -2.4743 1.3469 -2.8645 -0.8260
C -6.4189 0.3102 -1.4063 0.4366
H -7.4771 2.4026 1.0968 0.3981
H -9.5791 2.3478 -0.1886 0.4165
H -9.7000 0.9757 -2.2480 0.4200
H -8.7690 -0.4412 -3.8081 0.4452
H -6.8859 -1.7847 -4.6968 0.4713
H -4.7549 -1.7856 -3.5098 0.2295
H -1.5928 -2.6202 -2.4205 0.4596
H -1.4498 -5.0569 -2.1528 0.5743
H -3.2239 -6.2896 -0.9527 0.4778
H -5.1231 -5.0494 0.0507 0.4990
H -5.2703 -2.6091 -0.1975 0.4801
H -2.7276 -1.7940 -4.1346 0.3204
H -1.6043 -0.6976 -6.0022 0.4876
H -1.0518 1.7119 -5.9083 0.4562
H -1.6387 3.0330 -3.8917 0.5008
H -2.7097 1.9167 -1.9685 0.3368
C 2.9890 -7.0417 2.0483 -1.7427
C 2.5089 -6.9713 0.5853 1.5376
C 1.2129 -7.7825 0.4600 -1.7906
C 3.5770 -7.6529 -0.2839 -1.6791
C 2.3117 -5.4646 0.1631 1.9793
O 3.4559 -4.6925 0.4619 -0.6568
C 2.0136 -5.3581 -1.3434 -1.5210
C 1.9613 -3.9277 -1.8820 0.1665
C 3.3205 -3.2683 -1.9109 0.0985
C 3.6207 -2.1621 -1.1258 0.8538
C 4.8452 -1.5182 -1.2129 -1.3304
C 5.7957 -1.9780 -2.1101 0.1441
Cl 7.3111 -1.1667 -2.2438 -0.1979
C 5.5256 -3.0863 -2.9011 -0.9448
C 4.2988 -3.7211 -2.7932 -0.3693
C 1.1714 -4.9068 1.0647 -1.9859
N 1.0098 -3.4576 1.2313 1.4679
C -0.0093 -2.7106 0.8002 -0.7554
N 0.1448 -1.4563 1.2216 0.9963
C 1.3250 -1.5091 1.9206 -1.2169
N 1.8539 -2.7028 1.9571 -0.9711
H 3.4679 -8.0043 2.2273 0.5077
H 2.1625 -6.9662 2.7578 0.3958
H 3.7132 -6.2605 2.2768 0.3126
H 1.3944 -8.7904 0.8351 0.5104
H 0.8863 -7.8812 -0.5774 0.3405
H 0.3959 -7.3656 1.0525 0.3252
H 3.6816 -8.6870 0.0436 0.5368
H 4.5613 -7.1852 -0.1874 0.3896
H 3.3055 -7.6894 -1.3377 0.3621
H 4.2488 -5.1689 0.1899 0.6473
H 1.0781 -5.8777 -1.5640 0.2712
H 2.8063 -5.8647 -1.8900 0.4350
H 1.2541 -3.3233 -1.3178 -0.8547
H 1.5923 -3.9722 -2.9118 0.7313
H 2.8879 -1.7926 -0.4153 0.3464
H 5.0669 -0.6593 -0.5911 0.4969
H 6.2681 -3.4345 -3.6066 0.4609
H 4.0945 -4.5756 -3.4296 0.4835
H 1.3728 -5.2877 2.0625 0.2642
H 0.2074 -5.2674 0.7134 0.3341
H -0.8586 -3.0825 0.2512 0.3642
H 1.7639 -0.6505 2.4034 0.4834
O 1.7479 -0.3380 -3.0100 -0.5049
N 1.2503 0.1160 -2.0312 1.5754
```

***

No. 3
C59H58InN8O2 | ωB97M-V/def2-TZVPD

Output
* net charge: -1
* E_tot: -3061.7883 a.u.
* LUMO energy (alpha / beta): 1.83 / 1.78 eV
* largest force on an atom: 1.9 eV/Å
* orbital gap (alpha / beta): 0.181 / 0.204 hartree

XYZ file:
```
128
Properties=species:S:1:pos:R:3:mulliken_charge:R:1
In 0.1154 -0.2613 0.0284 2.5974
C 5.8182 -1.4200 0.2138 -0.8246
C 5.1544 -0.2670 -0.1750 -0.4941
C 3.8804 -0.0045 0.2768 -0.1134
C 3.2038 -0.9044 1.1151 -0.0683
C 3.8810 -2.0816 1.4774 -0.1340
C 5.1680 -2.3224 1.0437 -0.8065
N 1.9055 -0.6809 1.4812 0.6719
C 1.4217 -0.9900 2.6882 0.2942
C 2.2044 -1.0932 3.8556 -0.3587
C 1.6468 -1.3225 5.0884 -1.0170
C 0.2695 -1.5089 5.2335 -0.9842
C -0.5275 -1.4708 4.1195 -0.2945
C 0.0126 -1.2127 2.8475 0.3746
N -0.7087 -1.3069 1.7246 0.7330
N -1.9074 -1.8236 1.7544 -1.7346
C -2.4754 -2.0336 0.5633 -0.4175
C -3.6794 -2.7807 0.5386 -0.5602
C -4.2622 -3.0672 -0.6622 -0.6005
C -3.6621 -2.5935 -1.8352 -1.2001
C -2.5000 -1.8577 -1.7260 -0.1537
N -1.9087 -1.5787 -0.5771 0.6207
H 6.8221 -1.6074 -0.1406 0.3932
H 5.6427 0.4452 -0.8304 0.4489
H 3.3747 0.8946 -0.0391 0.0484
H 3.3611 -2.8054 2.0909 0.5015
H 5.6748 -3.2293 1.3475 0.3893
H 3.2764 -0.9947 3.7731 0.4286
H 2.2880 -1.3763 5.9570 0.4092
H -0.1530 -1.6994 6.2120 0.3745
H -1.5892 -1.6611 4.1739 0.4106
H -4.0875 -3.1141 1.4821 0.5234
H -5.1693 -3.6560 -0.7132 0.3794
H -4.1046 -2.7837 -2.8020 0.4818
H -2.0220 -1.4751 -2.6138 0.2588
O 1.0101 -2.2070 -0.8709 -0.2180
N 2.0089 -2.0460 -1.6315 -1.4907
N 2.3212 -0.8486 -1.9295 1.6398
O 1.7025 0.2072 -1.4915 -0.2532
C 3.3759 -0.6283 -2.8301 -0.1181
C 3.6751 0.6850 -3.1814 0.1330
C 4.6910 0.9531 -4.0765 -0.8309
C 5.4128 -0.0862 -4.6399 -0.5832
C 5.1144 -1.3949 -4.2899 -0.7284
C 4.1022 -1.6764 -3.3913 -0.4254
H 3.0976 1.4864 -2.7504 0.2714
H 4.9075 1.9770 -4.3418 0.4402
H 6.2032 0.1221 -5.3474 0.4127
H 5.6721 -2.2078 -4.7349 0.4130
H 3.8656 -2.6941 -3.1255 0.4939
C 3.1462 4.0442 2.1781 -1.6250
C 2.8231 2.5531 2.3591 2.5656
C 4.0557 1.8861 2.9725 -1.9294
C 1.5606 2.3586 3.1746 0.7276
C 1.5952 2.5369 4.5505 -0.3473
C 0.4438 2.4899 5.3134 -1.4465
C -0.7756 2.3301 4.6856 -0.1528
C -0.8609 2.1654 3.3112 1.5985
C -2.2269 2.1932 2.6578 2.0948
C -2.8770 3.5598 2.9173 -1.6719
C -3.1654 1.0777 3.1204 -1.3489
C 0.3242 2.1031 2.5457 -1.9073
N 0.2458 1.8198 1.1777 0.8823
C -0.1894 2.7607 0.3490 -0.0082
C -0.6858 2.5092 -0.9586 0.5626
N -0.8835 1.2935 -1.4730 0.5568
C -1.7726 1.1504 -2.5393 -1.4220
C -3.1478 1.4399 -2.3752 1.8309
C -4.0216 1.2313 -3.4320 -0.5617
C -3.5848 0.7753 -4.6595 -1.8184
C -2.2409 0.5139 -4.8313 -0.2108
C -1.3316 0.6964 -3.8014 0.6464
C 0.1208 0.3967 -4.0800 2.3516
C 0.3231 -1.1156 -4.2192 -1.6964
C 0.6377 1.1136 -5.3314 -1.9780
C -3.7335 1.9566 -1.0786 1.9737
C -4.5756 0.8736 -0.3954 -1.3093
C -4.5685 3.2213 -1.3136 -1.8920
C -0.9529 3.7931 -1.5890 0.0927
C -1.4058 4.2116 -2.8187 0.0727
C -1.5115 5.5943 -3.0652 -1.1794
C -1.1781 6.5521 -2.1401 -0.9948
C -0.7177 6.1604 -0.8587 1.2372
C -0.3716 6.9928 0.2353 -1.4027
C -0.0274 6.4298 1.4364 -1.0675
C 0.0458 5.0378 1.6422 -0.0293
C -0.2186 4.2004 0.5821 0.3570
C -0.6244 4.7917 -0.6371 -0.8326
H 4.1189 4.1478 1.6954 0.5630
H 3.1812 4.5454 3.1472 0.2901
H 2.4103 4.5472 1.5580 0.2214
H 2.6379 2.1212 1.3724 -1.6288
H 4.4783 2.4901 3.7742 0.5852
H 4.8235 1.7559 2.2121 0.4226
H 3.8022 0.9132 3.3749 0.1731
H 2.5385 2.7333 5.0396 0.3630
H 0.4918 2.6312 6.3836 0.3820
H -1.6831 2.3735 5.2726 0.3886
H -2.1004 2.0842 1.5770 -1.2973
H -3.0462 3.7099 3.9828 0.4126
H -3.8374 3.6227 2.4069 0.3961
H -2.2436 4.3659 2.5516 0.2803
H -3.2365 1.0364 4.2058 0.2504
H -2.8203 0.1134 2.7552 0.1057
H -4.1641 1.2568 2.7198 0.4151
H -5.0744 1.4373 -3.2979 0.2686
H -4.2819 0.6369 -5.4738 0.3592
H -1.8924 0.1675 -5.7932 0.3337
H 0.6966 0.7519 -3.2254 -0.9270
H -0.2852 -1.5106 -5.0332 0.3961
H 0.0367 -1.6240 -3.2998 0.3068
H 1.3677 -1.3452 -4.4283 0.4054
H 0.1878 0.7216 -6.2418 0.3509
H 1.7154 0.9779 -5.4076 0.4831
H 0.4210 2.1782 -5.2807 0.3383
H -2.9215 2.2211 -0.3971 -1.2353
H -5.2913 0.4284 -1.0859 0.3181
H -5.1241 1.3025 0.4428 0.4374
H -3.9283 0.0859 -0.0173 0.2140
H -5.4699 2.9977 -1.8828 0.3882
H -3.9866 3.9642 -1.8578 0.3133
H -4.8693 3.6504 -0.3584 0.4101
H -1.6896 3.5095 -3.5881 0.6242
H -1.8853 5.9058 -4.0322 0.4215
H -1.2843 7.6022 -2.3763 0.4199
H -0.3953 8.0692 0.1228 0.3764
H 0.2025 7.0743 2.2761 0.4944
H 0.3050 4.6650 2.6212 0.7271
```

***

> Which of these has the highest net charge?

C59H57ClIN13O5PSn

***

> The lowest largest force on an atom belongs to which entry?

C59H57ClIN13O5PSn